# 1
The following is a quantum chemistry calculation of C28H38AsF5N4O3P2PtS as an isolated structure, from the OMol25 dataset.

```
! wB97M-V def2-TZVPD RIJCOSX def2/J DEFGRID3
* xyz 0 1
Pt -0.2208 -0.7725 -2.2610
S -1.6953 -0.5038 -3.9030
C -3.3292 -0.3567 -3.2467
C -4.3924 -0.4085 -4.1539
C -5.6912 -0.2599 -3.7067
C -5.9570 -0.0476 -2.3555
C -4.9052 0.0012 -1.4580
C -3.5958 -0.1655 -1.9006
As -2.0475 -0.1080 -0.7510
C -2.1037 1.7908 -0.3511
C -1.4773 2.6276 -1.2694
C -1.5254 4.0046 -1.1041
C -2.1866 4.5526 -0.0139
C -2.8124 3.7192 0.9026
C -2.7787 2.3416 0.7312
C -2.8256 -1.0730 0.7570
C -3.5229 -2.2341 0.4256
C -4.1035 -3.0188 1.4115
C -3.9991 -2.6483 2.7440
C -3.2992 -1.4993 3.0828
C -2.7072 -0.7190 2.0985
H -4.1867 -0.5669 -5.2058
H -6.5082 -0.3122 -4.4156
H -6.9745 0.0767 -2.0088
H -5.1012 0.1700 -0.4052
H -0.9544 2.1983 -2.1160
H -1.0511 4.6515 -1.8320
H -2.2216 5.6269 0.1173
H -3.3356 4.1426 1.7513
H -3.2875 1.7047 1.4424
H -3.6097 -2.5339 -0.6114
H -4.6479 -3.9125 1.1346
H -4.4531 -3.2586 3.5146
H -3.2062 -1.2070 4.1218
H -2.1295 0.1466 2.3800
C 3.5668 2.8021 -0.2203
N 2.7017 1.7818 -0.7850
C 1.9979 2.1534 -2.0074
P 2.7691 0.2523 -0.2228
O 1.9035 -0.6487 -1.0210
O 2.3604 0.3551 1.3395
P 0.9765 -0.2923 1.8961
O -0.1533 0.1665 1.0794
N 0.9035 0.2611 3.4466
C 0.6866 1.7007 3.5898
C 1.7090 -0.3261 4.5053
N 1.2314 -1.9170 1.9661
C 0.3891 -2.7769 1.1214
C 2.6002 -2.4223 2.0749
N 4.3330 -0.2252 -0.0319
C 5.0252 -0.8422 -1.1583
C 5.0822 -0.2871 1.2106
H 2.9973 3.7211 -0.0664
H 4.4126 3.0225 -0.8795
H 3.9572 2.4820 0.7454
H 1.3845 3.0376 -1.8196
H 1.3487 1.3411 -2.3253
H 2.7038 2.3724 -2.8137
H 0.0984 2.0673 2.7500
H 1.6326 2.2540 3.6234
H 0.1354 1.8908 4.5118
H 1.6400 -1.4111 4.4647
H 1.3151 0.0049 5.4668
H 2.7644 -0.0277 4.4501
H -0.6591 -2.5386 1.2699
H 0.5533 -3.8097 1.4298
H 0.6406 -2.6770 0.0619
H 3.2180 -1.7517 2.6680
H 3.0599 -2.5414 1.0873
H 2.5790 -3.3932 2.5722
H 4.4512 -0.7268 -2.0688
H 5.1707 -1.9119 -0.9816
H 6.0014 -0.3720 -1.3002
H 4.5422 0.1957 2.0186
H 6.0423 0.2201 1.0838
H 5.2840 -1.3256 1.4934
F 0.9193 -0.6000 -4.9235
C 0.9415 -1.4542 -3.8371
F 0.4230 -2.6461 -4.2942
C 2.4405 -1.7608 -3.6993
F 3.1388 -0.6195 -3.5405
F 2.7039 -2.5782 -2.6733
F 2.9202 -2.3482 -4.8029
*
```

Properties
HOMO in eV: -7.0605
Molecular weight in Da: 937.642
Relative energy (zero: lowest compared OMol25 entry of this formula, charge and spin) in kJ/mol: 11.8

---

# 2
The following is a quantum chemistry calculation of C28H38BBaF4N3O12 as an isolated structure at a distorted geometry, from the OMol25 dataset.

```
! wB97M-V def2-TZVPD RIJCOSX def2/J DEFGRID3
* xyz 1 2
Ba 1.0691 -3.3845 1.0591
B 0.0650 -0.4213 0.5168
F 0.4160 -0.9617 1.7616
F 0.1278 -1.4250 -0.3950
F -1.3013 -0.1312 0.6122
F 0.9017 0.6388 0.2781
C -0.3555 -3.5133 5.5090
C -0.0259 -3.7463 3.9950
O 1.0672 -4.2947 3.7835
O -0.7463 -3.2559 3.0817
H 0.3331 -2.7470 5.8650
H -0.2354 -4.4518 6.0502
H -1.4023 -3.2652 5.6846
C -2.4809 0.8593 -4.2666
C -1.6094 0.2590 -3.3524
C -0.2604 0.0997 -3.6304
C 0.2534 0.5623 -4.8147
C -0.6097 1.1269 -5.7644
C -1.9840 1.1422 -5.5116
N 1.7004 0.4054 -5.1588
O 2.4668 0.0266 -4.3126
O 2.0021 0.5355 -6.3485
H -3.5422 1.0062 -4.1309
H -2.0753 -0.1164 -2.4533
H 0.3358 -0.3873 -2.8730
H -0.1486 1.4278 -6.6935
H -2.6714 1.5831 -6.2183
C 0.2784 2.4823 3.0140
C -0.0922 3.7683 2.7413
C -0.4001 4.6521 3.7541
C -0.1644 4.2768 5.0777
C 0.2633 3.0031 5.3559
C 0.3842 2.0165 4.3570
N -0.4854 5.2368 6.1881
O 0.0100 4.9526 7.2382
O -1.2308 6.1506 6.0070
H 0.4259 1.8276 2.1679
H -0.3001 4.0634 1.7234
H -0.7359 5.6641 3.5827
H 0.2377 2.6725 6.3838
H 0.6362 1.0090 4.6533
C -2.4506 3.1531 -0.6141
C -1.5225 3.0341 -1.6462
C -1.6886 3.6988 -2.8571
C -2.9822 4.3364 -3.0482
C -3.9193 4.3762 -2.0281
C -3.6431 3.8177 -0.7833
N -3.2237 5.0754 -4.3342
O -2.2738 5.2931 -5.0855
O -4.3549 5.5490 -4.5243
H -2.1607 2.7029 0.3238
H -0.5545 2.5894 -1.4678
H -0.9814 3.7949 -3.6676
H -4.8565 4.8905 -2.1817
H -4.3314 3.9946 0.0299
C 3.2779 -0.7233 -0.8605
O 3.1341 -2.0175 -0.3948
C 4.3183 -2.4514 0.2529
C 4.4357 -1.9388 1.6791
O 3.2098 -2.2659 2.3312
C 2.9848 -1.3868 3.4407
H 2.3523 -0.4853 -1.3847
H 4.1139 -0.6504 -1.5561
H 3.3988 -0.0077 -0.0473
H 5.2467 -2.0968 -0.1949
H 4.2830 -3.5373 0.1645
H 4.7209 -0.8974 1.8283
H 5.2047 -2.5433 2.1601
H 2.0307 -1.7565 3.8163
H 2.5530 -0.4228 3.1720
H 3.6762 -1.3907 4.2833
C 1.9519 -3.8959 -2.4049
O 0.8596 -4.1064 -1.4910
C -0.4707 -3.9692 -2.0806
C -1.4705 -4.5680 -1.1003
O -1.4686 -3.8826 0.1724
C -2.6054 -3.0632 0.2788
H 2.8335 -4.0868 -1.7929
H 1.9729 -2.8989 -2.8450
H 1.8104 -4.5830 -3.2391
H -0.5944 -4.4197 -3.0654
H -0.5820 -2.8952 -2.2300
H -1.0343 -5.5545 -0.9428
H -2.4498 -4.7069 -1.5582
H -3.5269 -3.6301 0.1461
H -2.7069 -2.2386 -0.4266
H -2.6334 -2.5818 1.2563
*
```

Properties
HOMO (spin up / spin down) in eV: -10.5419 / -10.5398
Molecular weight in Da: 832.753
Relative energy (zero: lowest compared OMol25 entry of this formula, charge and spin) in kJ/mol: 0.0

---

# 3
The following is a quantum chemistry calculation of C28H38BrN3O3 as an isolated structure at a distorted geometry, from the OMol25 dataset.

```
! wB97M-V def2-TZVPD RIJCOSX def2/J DEFGRID3
* xyz 0 1
C -4.3423 -1.8545 0.1531
C -3.3977 -3.1201 0.1519
C -4.0961 -4.3363 0.2820
C -3.4017 -3.9014 1.4227
H -2.4968 -4.5265 1.5467
H -4.0450 -3.5691 2.3580
H -3.9462 -5.3995 -0.0636
H -5.3533 -4.4021 0.2607
C -2.4133 -3.0764 -0.8726
O -2.3524 -3.7243 -1.8588
N -1.3192 -2.2257 -0.3508
C -1.1902 -1.6025 0.7612
H -1.9299 -2.0161 1.3946
C -0.8507 -0.1183 0.6255
H -0.6957 0.2770 1.4122
H -1.8500 0.1575 0.2615
C 0.3575 -0.1530 -0.3002
C 0.0349 -0.8735 -1.5387
C -0.0281 -2.1853 -1.3299
H -0.3839 -2.8304 -2.0428
H 0.7154 -2.7035 -0.8690
H 0.7651 -0.6230 -2.1871
H -0.8376 -0.3394 -2.0514
C 0.5368 1.5482 -0.5048
C -0.5483 2.5779 -1.4016
H 0.0017 3.2967 -1.6566
C -1.5318 2.6724 -0.0808
C -2.7823 2.4157 -0.6535
N -2.7284 1.6599 -1.6459
O -1.3279 1.7347 -2.0947
C -4.0866 2.3632 0.0097
C -4.3040 2.8911 1.1478
C -5.4640 2.9152 1.9405
C -6.5773 2.0416 1.3564
C -6.4063 1.4440 0.1756
C -5.1256 1.7490 -0.4581
H -4.9999 1.0435 -1.6070
Br -7.8209 0.5399 -0.3077
H -7.5256 2.1721 1.8997
H -5.7411 3.5214 2.9531
H -3.3747 3.3899 1.8734
H -1.4300 2.5482 1.1484
H -1.7222 3.9015 0.0059
H 1.3241 1.3770 -1.4240
H 0.9099 2.0379 0.1412
C 1.7528 -0.4792 0.4001
O 1.7343 -0.5067 1.6688
N 2.7854 -0.8979 -0.3138
H 2.6179 -0.5985 -1.4576
C 3.8242 -0.9599 0.2625
C 4.8984 0.2536 0.1636
C 6.2027 -0.0730 0.8871
C 7.2895 1.1594 0.8619
C 7.4648 1.4871 -0.3598
C 6.2160 1.8298 -1.0707
C 5.2176 0.7792 -0.9998
H 5.6310 -0.1871 -1.8362
H 4.1676 0.9526 -1.6706
H 6.3426 2.3140 -2.1877
H 5.7433 2.7109 -0.3850
H 8.1055 2.3801 -0.5193
H 7.9784 0.7757 -0.9082
H 8.0811 0.8507 1.4069
H 6.4732 1.8751 1.6252
H 6.7015 -1.0534 0.4656
H 6.0002 -0.5098 1.9948
H 4.3627 0.9059 0.8072
H 3.8461 -1.2278 1.3684
H 4.2811 -1.9211 -0.2790
H -0.1526 -2.0286 1.7888
H -4.6814 -1.5913 -0.8395
H -5.1960 -1.9562 0.8134
H -3.9063 -0.9784 0.3305
*
```

Properties
HOMO in eV: -7.9030
Molecular weight in Da: 544.534
Relative energy (zero: lowest compared OMol25 entry of this formula, charge and spin) in kJ/mol: 2579.7